1.
5 unconnected molecules or ions with the total composition C23H45N2O7 in a non-equilibrium geometry, computed with ωB97M-V with the def2-TZVPD basis set.

Total energy = -41895.234 eV
Charge = -1
Multiplicity = 1
Kohn-Sham gap = 6.61 eV

```
77
C23H45N2O7 ωB97M-V with the def2-TZVPD basis set
N -0.256 1.492 2.224
C 0.122 0.162 2.748
C -0.837 -0.967 2.306
C -0.412 -1.735 1.035
C -0.613 -0.933 -0.264
O -1.752 -0.654 -0.590
N 0.502 -0.570 -1.089
C 0.721 0.869 -1.040
C 1.748 1.375 -0.282
C 1.894 2.753 -0.248
C 1.044 3.560 -0.949
C 0.008 3.049 -1.710
C -0.130 1.683 -1.751
C -0.022 0.282 4.297
O -1.172 0.399 4.802
O 1.007 0.297 5.001
H -0.739 1.979 2.969
H -0.863 1.410 1.417
H 1.180 -0.078 2.574
H -0.848 -1.708 3.116
H -1.853 -0.578 2.193
H 0.585 -2.179 1.097
H -1.108 -2.581 0.935
H 1.348 -1.035 -0.779
H 2.406 0.735 0.301
H 2.701 3.160 0.353
H 1.148 4.644 -0.918
H -0.691 3.680 -2.250
H -0.913 1.185 -2.317
C -1.957 4.386 6.568
C -1.190 3.684 7.681
C 0.281 3.559 7.316
O -1.737 2.392 7.904
H -1.891 3.815 5.639
H -3.016 4.464 6.823
H -1.566 5.391 6.389
H -1.306 4.243 8.614
H 0.382 2.961 6.406
H 0.837 3.046 8.101
H 0.737 4.539 7.150
H -1.628 1.893 7.080
C 0.781 0.232 -5.386
C 1.722 1.402 -5.142
C 3.007 1.260 -5.946
O 2.023 1.477 -3.756
H 1.244 -0.710 -5.078
H -0.128 0.347 -4.796
H 0.506 0.157 -6.441
H 1.225 2.336 -5.410
H 3.543 0.351 -5.659
H 3.674 2.101 -5.751
H 2.802 1.218 -7.019
H 2.459 0.658 -3.498
C 2.870 -5.732 0.233
C 2.603 -4.692 1.311
C 3.021 -5.198 2.683
O 1.216 -4.360 1.325
H 2.297 -6.644 0.426
H 2.557 -5.359 -0.744
H 3.929 -5.991 0.185
H 3.145 -3.775 1.078
H 2.453 -6.093 2.954
H 2.816 -4.446 3.446
H 4.085 -5.441 2.709
H 0.721 -5.159 1.531
C -2.787 -1.648 -4.921
C -3.693 -0.461 -5.202
C -5.125 -0.746 -4.775
O -3.661 -0.148 -6.597
H -3.117 -2.529 -5.480
H -1.766 -1.432 -5.238
H -2.777 -1.894 -3.858
H -3.322 0.417 -4.672
H -5.531 -1.597 -5.331
H -5.766 0.111 -4.990
H -5.183 -0.967 -3.709
H -3.987 -0.916 -7.076
```

Mulliken population analysis, charges in e, atoms 1 to 4: -0.52, 0.88, -1.04, -0.02

---

2.
A molecular structure, C5H13BrNO3PS in a non-equilibrium geometry, computed with ωB97M-V with the def2-TZVPD basis set.

Total energy = -103193.478 eV
Multiplicity = 1
Kohn-Sham gap = 8.56 eV

```
25
C5H13BrNO3PS ωB97M-V with the def2-TZVPD basis set
C 3.072 -1.581 -0.845
C -0.333 2.410 -0.246
C -1.113 -0.419 2.072
C 2.111 -1.047 0.241
C -1.325 1.806 -1.233
N -1.827 -0.694 0.883
O -0.126 -1.970 -1.441
O 1.070 -0.099 -0.061
O -0.837 0.530 -1.709
P -0.295 -0.672 -0.805
S -3.199 -1.436 0.486
Br -4.495 0.308 0.034
H 3.679 -0.860 -1.146
H 3.749 -2.324 -0.451
H 2.426 -1.919 -1.583
H -0.331 3.529 -0.392
H -0.538 1.960 0.708
H 0.742 2.026 -0.529
H -0.145 -0.156 1.953
H -1.663 0.236 2.794
H -1.127 -1.451 2.553
H 2.614 -0.428 0.910
H 1.529 -1.813 0.616
H -1.417 2.540 -1.985
H -2.221 1.523 -0.821
```

Mulliken population analysis, charges in e, atoms 1 to 4: -1.36, -0.74, -0.96, -0.47

---

3.
A molecular structure, C34H49Cl2MoN2OP3S in a non-equilibrium geometry, computed with ωB97M-V with the def2-TZVPD basis set.

Total energy = -106671.548 eV
Expectation value of S² = 2.0319
Charge = +2
Multiplicity = 3
Kohn-Sham gap (alpha / beta) = 6.60 / 7.71 eV

```
93
C34H49Cl2MoN2OP3S ωB97M-V with the def2-TZVPD basis set
P 0.911 1.401 -5.342
C 2.634 1.544 -5.885
C 3.070 0.882 -7.046
H 2.470 0.085 -7.480
C 4.270 1.264 -7.650
H 4.559 0.801 -8.592
C 5.080 2.233 -7.050
H 6.017 2.532 -7.530
C 4.702 2.798 -5.828
H 5.348 3.527 -5.336
C 3.492 2.445 -5.227
H 3.199 2.863 -4.264
C 0.234 0.037 -6.318
C 0.592 -1.286 -5.996
H 1.126 -1.486 -5.063
C 0.273 -2.330 -6.866
H 0.566 -3.350 -6.603
C -0.404 -2.072 -8.063
H -0.628 -2.890 -8.750
C -0.786 -0.763 -8.371
H -1.316 -0.554 -9.302
C -0.491 0.286 -7.500
H -0.806 1.302 -7.738
C 0.148 2.931 -5.960
C 0.771 3.658 -6.994
H 1.798 3.436 -7.276
C 0.076 4.664 -7.667
H 0.547 5.164 -8.514
C -1.216 5.012 -7.260
H -1.775 5.771 -7.813
C -1.780 4.394 -6.138
H -2.769 4.695 -5.787
C -1.093 3.373 -5.471
H -1.512 2.924 -4.568
Mo 0.039 0.334 -0.523
C -1.671 -0.758 -0.924
C -2.100 -0.869 -2.201
H -2.220 -1.201 -0.087
C -1.206 -0.299 -3.308
O -2.061 0.535 -4.143
H -1.679 0.546 -5.046
C -0.012 0.491 -2.818
H -0.792 -1.148 -3.891
C 0.814 1.187 -3.649
Cl -0.382 -0.574 1.708
Cl 2.309 1.222 -0.652
P 1.385 -1.847 -0.396
C 2.371 -2.096 1.112
H 1.718 -2.396 1.936
H 2.871 -1.160 1.375
H 3.120 -2.874 0.928
C 0.408 -3.387 -0.501
H -0.170 -3.397 -1.433
H -0.287 -3.434 0.345
H 1.078 -4.260 -0.481
C 2.606 -2.034 -1.729
H 3.336 -1.222 -1.656
H 2.101 -1.965 -2.698
H 3.099 -3.010 -1.633
P -3.738 -1.605 -2.508
C -4.252 -2.463 -1.014
C -3.654 -2.791 -3.844
H -4.330 -1.762 -0.174
H -3.543 -3.259 -0.752
H -5.240 -2.917 -1.182
H -3.142 -2.354 -4.710
H -4.672 -3.082 -4.134
H -3.114 -3.689 -3.517
C -4.898 -0.277 -2.817
H -5.153 0.203 -1.862
H -5.809 -0.679 -3.279
H -4.420 0.453 -3.483
H 1.583 1.779 -3.123
C 1.032 4.127 0.910
N 0.251 3.564 2.009
C 0.373 4.213 3.310
C -0.788 2.751 1.740
S -1.121 2.356 0.086
N -1.588 2.274 2.726
C -0.985 1.760 3.964
C -2.865 1.650 2.373
H 1.719 4.860 1.332
H 0.378 4.615 0.176
H 1.602 3.339 0.405
H -0.616 4.396 3.748
H 0.973 3.609 4.006
H 0.883 5.170 3.171
H -0.893 2.559 4.708
H -1.657 1.001 4.376
H -0.005 1.295 3.787
H -3.358 2.232 1.595
H -2.728 0.620 2.030
H -3.483 1.644 3.274
```

Mulliken population analysis, charges in e, atoms 1 to 4: 3.17, -0.27, 0.03, 0.33

---

4.
A gas-phase ion, C6H7NO4P (charge +1) in a non-equilibrium geometry, computed with ωB97M-V with the def2-TZVPD basis set.

Total energy = -25297.475 eV
SMILES = O=C(O)c1cc[nH+]c(P(O)O)c1
Charge = +1
Multiplicity = 1
Kohn-Sham gap = 7.31 eV

```
19
C6H7NO4P ωB97M-V with the def2-TZVPD basis set
O -2.458 -2.164 -1.628
C -1.504 -1.511 -1.954
O -1.228 -1.194 -3.231
C -0.583 -1.028 -0.826
C 0.359 -1.956 -0.326
C 1.172 -1.540 0.682
N 1.064 -0.309 1.210
C 0.169 0.599 0.773
P -0.003 2.278 1.548
O -0.498 3.371 0.447
O 1.395 2.765 2.247
C -0.669 0.244 -0.280
H -0.428 -0.646 -3.242
H 0.466 -2.970 -0.703
H 1.932 -2.212 1.080
H 1.680 -0.045 1.970
H -1.466 3.329 0.457
H 1.994 2.036 2.455
H -1.394 0.953 -0.676
```

Mulliken population analysis, charges in e, atoms 1 to 4: -0.44, 0.31, -0.41, 0.15

---

5.
2 unconnected molecules or ions with the total composition C5H11NO3 in a non-equilibrium geometry, computed with ωB97M-V with the def2-TZVPD basis set.

Total energy = -12993.866 eV
SMILES = [H]/N=C(/C)OC.CC(=O)O
Multiplicity = 1
Kohn-Sham gap = 10.81 eV

```
20
C5H11NO3 ωB97M-V with the def2-TZVPD basis set
C 0.567 -1.859 -0.313
C -2.528 -0.195 0.793
C -1.464 -0.146 -0.237
O -0.075 -0.776 0.346
N -1.552 0.038 -1.467
H -0.757 -0.261 -2.025
H -0.088 -2.517 -0.886
H 1.343 -1.461 -0.971
H 1.148 -2.443 0.406
H -2.103 -0.248 1.793
H -3.148 0.700 0.708
H -3.171 -1.055 0.595
C 2.325 1.003 0.538
C 1.059 1.070 -0.270
O -0.094 1.639 0.482
O 1.077 1.360 -1.460
H -0.493 2.285 -0.128
H 2.122 0.912 1.605
H 2.857 0.110 0.201
H 2.974 1.845 0.290
```

Mulliken population analysis, charges in e, atoms 1 to 4: -0.74, -1.16, 0.82, -0.44

---

6.
A molecular structure, C14H16AsCsI2O6PS, computed with ωB97M-V with the def2-TZVPD basis set.

Total energy = -124779.376 eV
Charge = -1
Multiplicity = 1
Kohn-Sham gap = 7.52 eV

```
42
C14H16AsCsI2O6PS ωB97M-V with the def2-TZVPD basis set
Cs 0.729 -0.724 -2.208
O -0.843 -0.020 2.053
As 0.798 -0.691 1.992
O 1.439 -0.389 0.471
O 1.612 -0.021 3.244
C 0.596 -2.595 2.319
C 1.105 -2.956 3.564
C 1.072 -4.276 3.991
C 0.526 -5.247 3.168
C 0.020 -4.895 1.927
C 0.055 -3.577 1.490
S -0.587 -3.295 -0.164
O 0.575 -3.430 -1.048
O -1.598 -4.312 -0.355
O -1.109 -1.923 -0.177
H -0.797 0.626 2.771
H 1.531 -2.182 4.190
H 1.473 -4.538 4.962
H 0.491 -6.281 3.490
H -0.426 -5.633 1.274
C -0.585 4.915 -0.550
P 0.266 3.278 -0.470
C 1.636 3.619 -1.656
C -0.877 2.299 -1.530
C -1.040 2.502 -2.902
C -1.886 1.690 -3.642
C -2.597 0.668 -3.016
C -2.450 0.459 -1.653
C -1.586 1.267 -0.917
H -0.806 5.222 -1.575
H 0.053 5.668 -0.084
H -1.517 4.865 0.014
H 1.343 4.301 -2.459
H 1.999 2.688 -2.093
H 2.473 4.055 -1.109
H -0.499 3.297 -3.403
H -1.998 1.852 -4.708
H -3.252 0.029 -3.596
H -2.950 -0.362 -1.158
H -1.434 1.046 0.134
I 3.381 0.792 0.117
I 5.666 2.208 -0.696
```

Mulliken population analysis, charges in e, atoms 1 to 4: 1.18, -0.52, 0.90, -0.56